Molecular formula: C27H75FN12O7P4
Method: DFT, ωB97M-V/def2-TZVPD

The geometry in XYZ format:
```
126
Properties=species:S:1:pos:R:3:mulliken_charge:R:1
C 2.43 0.56 -0.28 -0.32
C 2.50 0.24 1.14 0.31
O 1.24 0.57 1.62 -0.29
C 0.76 1.55 0.83 0.68
O -0.16 2.31 1.11 -0.60
O 1.50 1.67 -0.21 -0.34
F 3.52 0.94 1.70 -0.31
H 2.05 -0.30 -0.83 0.27
H 3.32 1.09 -0.63 0.24
H 2.76 -0.81 1.17 0.36
O -6.65 6.53 -3.67 -0.87
P -5.85 5.74 -2.66 0.45
N -4.39 5.06 -3.28 0.19
C -3.40 4.37 -2.46 -0.92
C -4.41 4.85 -4.72 -1.05
N -6.76 4.49 -2.04 0.24
C -7.06 3.41 -3.00 -1.05
C -7.84 4.70 -1.05 -0.91
N -5.33 6.70 -1.27 0.13
C -4.89 5.94 -0.05 -1.27
C -4.72 8.05 -1.42 -0.96
H -2.87 5.11 -1.87 0.17
H -2.72 3.91 -3.17 0.44
H -3.92 3.61 -1.87 0.30
H -3.37 5.07 -4.94 0.39
H -5.22 5.27 -5.31 0.28
H -4.50 3.77 -4.84 0.35
H -7.94 2.88 -2.64 0.43
H -7.45 3.76 -3.95 0.37
H -6.29 2.66 -3.17 0.22
H -8.61 5.33 -1.50 0.29
H -8.16 3.69 -0.79 0.47
H -7.42 5.19 -0.17 0.18
H -4.76 4.88 -0.27 0.39
H -3.91 6.29 0.25 0.47
H -5.55 5.98 0.82 0.28
H -4.18 8.23 -0.49 0.42
H -5.55 8.76 -1.53 0.28
H -4.12 8.09 -2.33 0.28
O 0.32 -5.32 -0.46 -0.85
P 0.14 -5.49 -1.93 0.57
N -1.23 -6.48 -2.36 0.27
C -1.47 -7.10 -3.67 -1.17
C -2.44 -6.54 -1.50 -1.06
N 1.44 -6.30 -2.69 0.24
C 1.67 -7.63 -2.18 -1.20
C 2.65 -5.53 -3.02 -1.28
N -0.15 -4.08 -2.81 0.32
C -1.10 -3.12 -2.28 -1.06
C 0.05 -3.98 -4.21 -0.89
H -1.84 -8.12 -3.57 0.41
H -0.52 -7.30 -4.18 0.35
H -2.17 -6.59 -4.33 0.30
H -2.94 -7.50 -1.56 0.34
H -3.09 -5.71 -1.78 0.31
H -2.10 -6.48 -0.46 0.29
H 2.06 -7.53 -1.17 0.37
H 0.76 -8.23 -2.28 0.32
H 2.51 -8.06 -2.73 0.44
H 3.51 -5.83 -2.43 0.40
H 2.81 -5.72 -4.08 0.32
H 2.55 -4.46 -2.81 0.44
H -1.05 -2.17 -2.81 0.35
H -2.09 -3.54 -2.44 0.32
H -1.00 -2.99 -1.20 0.32
H -0.76 -4.43 -4.78 0.24
H 1.00 -4.40 -4.55 0.22
H 0.05 -2.91 -4.46 0.39
O 7.10 -1.60 -0.36 -0.90
P 8.40 -0.89 -0.69 0.32
N 9.49 -0.65 0.58 0.20
C 9.53 -1.54 1.80 -0.91
C 10.54 0.36 0.53 -0.90
N 8.05 0.56 -1.46 0.35
C 7.90 1.76 -0.65 -1.15
C 7.47 0.62 -2.81 -1.11
N 9.32 -1.76 -1.81 0.23
C 9.22 -3.30 -1.92 -0.97
C 10.50 -1.14 -2.62 -1.23
H 10.23 -1.16 2.54 0.35
H 9.72 -2.56 1.47 0.25
H 8.49 -1.71 2.09 0.33
H 10.17 1.27 0.99 0.37
H 10.81 0.55 -0.51 0.23
H 11.42 0.28 1.17 0.38
H 8.70 2.46 -0.90 0.26
H 6.91 2.19 -0.82 0.42
H 7.97 1.38 0.37 0.40
H 6.50 0.13 -2.69 0.31
H 7.38 1.64 -3.19 0.44
H 8.10 0.14 -3.56 0.25
H 9.66 -3.57 -2.88 0.32
H 9.87 -3.73 -1.15 0.30
H 8.17 -3.57 -1.80 0.28
H 11.46 -1.59 -2.41 0.35
H 10.45 -0.05 -2.69 0.41
H 10.35 -1.34 -3.68 0.42
O -6.10 0.14 6.88 -0.86
P -4.91 0.56 6.09 0.41
N -4.47 -0.54 4.83 0.32
C -3.64 -0.19 3.67 -1.25
C -5.05 -1.86 4.80 -1.19
N -3.38 0.61 6.97 0.23
C -3.20 0.04 8.29 -1.04
C -2.06 0.86 6.20 -1.04
N -5.12 2.06 5.32 0.25
C -6.39 2.22 4.57 -0.99
C -4.66 3.32 5.91 -0.99
H -4.17 -0.43 2.75 0.44
H -2.69 -0.73 3.68 0.34
H -3.43 0.88 3.70 0.41
H -4.58 -2.48 4.04 0.47
H -6.10 -1.91 4.48 0.32
H -4.94 -2.45 5.71 0.29
H -2.54 0.63 8.91 0.34
H -4.11 0.08 8.89 0.32
H -3.02 -1.03 8.19 0.33
H -2.17 1.45 5.29 0.28
H -1.40 1.48 6.80 0.37
H -1.75 -0.16 5.99 0.31
H -6.53 3.23 4.19 0.34
H -6.33 1.38 3.87 0.27
H -7.24 2.00 5.21 0.33
H -3.71 3.14 6.41 0.32
H -5.30 3.73 6.69 0.36
H -4.55 4.15 5.21 0.32
```

**Total charge**: 0
**SMILES**: CN(C)P(=O)(N(C)C)N(C)C.CN(C)P(=O)(N(C)C)N(C)C.CN(C)P(=O)(N(C)C)N(C)C.CN(C)P(=O)(N(C)C)N(C)C.O=C1OC[C@@H](F)O1
**Spin multiplicity**: 1
**E_LUMO**: 0.2 eV
**Energy relative to the best compared isomer or geometry (same formula, charge and spin)**: 378.3 kJ/mol
**HOMO energy**: -8.03 eV



Molecular formula: C27H77AgN10O9
Method: DFT, ωB97M-V/def2-TZVPD

The geometry in XYZ format:
```
124
Properties=species:S:1:pos:R:3:lowdin_spin:R:1
Ag -2.78 -0.43 -3.07 0.48
C -0.21 0.01 -0.62 0.01
O -1.43 -0.71 -0.75 0.04
H -0.46 1.07 -0.61 0.00
H 0.34 -0.18 0.31 0.00
H 0.38 -0.08 -1.53 0.01
C 1.75 3.85 0.63 0.00
C 3.25 4.28 0.68 0.00
C 4.31 3.04 0.84 0.00
O 4.29 2.57 2.14 0.00
C 5.14 1.44 2.22 0.00
N 3.53 5.13 -0.43 0.00
H 1.14 4.62 0.16 0.00
H 1.34 3.48 1.57 0.00
H 1.64 3.04 -0.10 0.00
H 3.35 4.88 1.58 0.00
H 5.21 3.64 0.97 0.00
H 4.41 2.41 -0.04 0.00
H 5.07 0.71 1.42 0.00
H 4.99 0.93 3.18 0.00
H 6.19 1.73 2.24 0.00
H 3.63 4.64 -1.31 0.00
H 4.37 5.67 -0.26 0.00
C -1.82 3.89 0.54 0.00
C -2.13 5.00 1.51 0.00
C -3.01 6.01 0.76 0.00
O -2.96 7.15 1.62 0.00
C -3.83 8.13 1.12 0.00
N -2.80 4.50 2.71 0.00
H -2.78 3.38 0.44 0.00
H -1.19 3.16 1.05 0.00
H -1.34 4.32 -0.34 0.00
H -1.20 5.51 1.77 0.00
H -4.03 5.65 0.70 0.00
H -2.62 6.31 -0.22 0.00
H -4.82 7.91 1.53 0.00
H -3.79 8.38 0.06 0.00
H -3.52 9.08 1.54 0.00
H -3.12 5.33 3.20 0.00
H -3.75 4.31 2.43 0.00
C 5.72 -5.52 -0.45 0.00
C 4.42 -5.20 0.35 0.00
C 3.47 -4.24 -0.47 0.00
O 4.25 -3.06 -0.71 0.00
C 3.44 -1.98 -1.26 0.00
N 3.81 -6.33 0.85 0.00
H 6.16 -4.69 -1.01 0.00
H 5.47 -6.26 -1.21 0.00
H 6.47 -5.99 0.19 0.00
H 4.69 -4.56 1.19 0.00
H 2.58 -4.00 0.11 0.00
H 3.21 -4.77 -1.39 0.00
H 3.03 -2.33 -2.21 0.00
H 4.11 -1.12 -1.30 0.00
H 2.59 -1.85 -0.58 0.00
H 4.58 -6.81 1.29 0.00
H 3.21 -6.04 1.61 0.00
C 2.57 -4.12 3.92 0.00
C 3.36 -3.05 4.75 0.00
C 3.16 -1.60 4.30 0.00
O 1.88 -1.16 3.92 0.00
C 1.77 0.19 3.39 0.00
N 2.94 -3.31 6.04 0.00
H 1.52 -3.84 3.91 0.00
H 2.67 -5.16 4.22 0.00
H 2.85 -3.87 2.89 0.00
H 4.40 -3.38 4.70 0.00
H 3.83 -1.38 3.46 0.00
H 3.53 -0.93 5.08 0.00
H 0.91 0.20 2.72 0.00
H 2.54 0.43 2.66 0.00
H 1.71 0.98 4.15 0.00
H 2.87 -4.31 6.19 0.00
H 3.50 -3.07 6.85 0.00
C -1.38 3.77 -3.20 0.01
C -2.91 3.43 -3.21 0.01
C -3.81 4.54 -3.87 0.01
O -5.16 4.15 -4.07 0.01
C -5.96 4.08 -2.96 0.00
N -3.17 2.08 -3.79 0.08
H -1.07 4.56 -2.53 0.00
H -1.12 3.93 -4.24 0.00
H -1.05 2.78 -2.86 0.01
H -3.29 3.32 -2.19 0.00
H -3.41 4.62 -4.88 0.00
H -3.83 5.49 -3.35 0.00
H -5.74 4.85 -2.22 0.00
H -5.83 3.14 -2.42 0.00
H -6.98 4.00 -3.35 0.00
H -4.12 2.23 -4.09 0.02
H -2.56 2.01 -4.59 0.06
C -0.96 -3.41 -4.07 0.04
C -2.41 -3.89 -3.79 0.02
C -2.47 -5.32 -3.28 0.00
O -1.71 -5.40 -2.10 0.00
C -1.25 -6.69 -1.54 0.00
N -2.94 -2.94 -2.76 0.07
H -0.42 -3.52 -3.13 0.00
H -1.16 -2.36 -4.32 0.05
H -0.33 -3.81 -4.87 0.00
H -3.02 -3.79 -4.69 0.01
H -2.09 -6.01 -4.03 0.00
H -3.42 -5.74 -2.95 0.00
H -2.13 -7.25 -1.23 0.00
H -0.55 -6.54 -0.72 0.00
H -0.78 -7.38 -2.25 0.00
H -3.65 -3.35 -2.18 0.00
H -2.15 -2.74 -2.17 0.01
C -0.19 -3.91 1.29 0.00
O 0.10 -4.99 1.75 0.00
N 0.14 -2.87 1.88 0.00
N -1.04 -3.66 0.38 0.00
H 0.17 -1.98 1.40 0.00
H 0.94 -3.04 2.48 0.00
H -1.34 -2.71 0.19 0.00
H -1.31 -4.46 -0.17 0.00
C -4.50 0.56 0.28 0.01
O -5.54 1.13 0.70 0.00
N -3.76 1.12 -0.54 0.01
N -4.07 -0.56 0.62 0.00
H -4.04 2.09 -0.64 0.00
H -2.83 0.81 -0.76 0.01
H -3.18 -0.83 0.23 0.00
H -4.68 -1.21 1.10 0.00
```

**Total charge**: -1
**Spin multiplicity**: 2
**E_LUMO (alpha / beta)**: 2.2 / 2.2 eV
**HOMO energy (alpha / beta)**: -1.27 / -5.16 eV



Molecular formula: C27H77F6N5O12P
Method: DFT, ωB97M-V/def2-TZVPD

The geometry in XYZ format:
```
128
Properties=species:S:1:pos:R:3:mulliken_charge:R:1
P -24.90 7.29 -14.41 1.81
F -25.55 8.39 -13.35 -0.36
F -23.74 8.23 -15.03 -0.45
F -23.99 6.72 -13.28 -0.84
F -24.49 6.13 -15.43 -0.43
F -26.07 6.32 -13.97 -0.43
F -25.87 7.94 -15.59 -0.55
C -23.99 8.87 -18.39 -0.35
O -22.70 8.59 -18.95 -0.52
H -24.31 8.07 -17.72 -0.07
H -24.07 9.78 -17.79 0.20
H -24.70 8.94 -19.21 0.44
H -22.75 8.77 -19.89 0.29
C -28.67 13.46 -14.16 -1.31
C -28.20 12.57 -12.97 0.27
C -27.80 11.14 -13.48 -0.49
O -28.84 10.75 -14.34 -0.36
C -28.68 9.49 -14.89 -0.40
N -27.19 13.26 -12.28 -0.58
H -29.14 14.38 -13.81 0.46
H -29.54 12.90 -14.50 0.32
H -27.85 13.54 -14.87 0.26
H -28.93 12.39 -12.19 0.23
H -27.82 10.42 -12.66 0.38
H -26.83 11.04 -13.95 0.22
H -28.85 8.71 -14.14 0.21
H -27.67 9.24 -15.22 0.05
H -29.48 9.32 -15.61 0.33
H -26.33 13.33 -12.81 0.21
H -27.55 14.17 -12.03 0.25
C -23.30 10.10 -9.27 -1.61
C -22.46 8.95 -9.85 0.17
C -23.10 7.67 -9.26 -0.71
O -22.75 7.50 -7.96 -0.43
C -23.63 6.60 -7.29 -0.62
N -22.64 9.04 -11.31 -0.19
H -23.32 10.17 -8.18 0.40
H -24.30 10.08 -9.72 0.31
H -22.84 11.01 -9.67 0.38
H -21.44 9.15 -9.52 0.58
H -22.60 6.85 -9.79 0.44
H -24.16 7.62 -9.49 0.46
H -24.61 7.02 -7.05 0.33
H -23.25 6.33 -6.30 0.41
H -23.71 5.65 -7.82 0.03
H -22.00 8.32 -11.63 -0.24
H -23.58 8.78 -11.58 0.00
C -20.65 8.46 -13.90 -1.31
C -20.74 6.94 -13.97 1.59
C -19.33 6.20 -14.01 -1.42
O -19.27 4.79 -14.33 -0.23
C -17.93 4.34 -14.54 -0.80
N -21.36 6.55 -12.72 -0.63
H -20.10 8.85 -14.75 0.45
H -20.05 8.64 -13.01 0.42
H -21.60 8.94 -13.65 -0.03
H -21.45 6.48 -14.66 -0.19
H -18.95 6.23 -12.99 0.47
H -18.63 6.76 -14.62 0.46
H -17.24 4.85 -13.87 0.41
H -17.66 4.61 -15.55 0.28
H -18.08 3.29 -14.30 0.15
H -21.21 5.57 -12.48 0.38
H -22.37 6.58 -12.73 0.34
C -24.22 1.92 -11.88 -1.59
C -24.48 3.47 -11.61 0.68
C -24.46 3.69 -10.07 -0.05
O -25.67 3.24 -9.36 -0.39
C -25.56 3.44 -7.89 -0.48
N -23.55 4.28 -12.36 -0.28
H -24.96 1.37 -11.31 0.41
H -23.28 1.49 -11.54 0.36
H -24.39 1.64 -12.92 0.46
H -25.40 3.85 -12.02 0.25
H -24.30 4.75 -9.92 -0.24
H -23.54 3.20 -9.76 0.29
H -25.36 4.49 -7.69 0.06
H -24.73 2.82 -7.54 0.31
H -26.48 3.22 -7.34 0.29
H -23.40 3.85 -13.26 0.05
H -23.99 5.15 -12.62 0.07
C -21.01 5.01 -17.80 -1.20
C -21.83 3.69 -17.82 0.84
C -20.90 2.44 -17.98 -1.29
O -19.90 2.33 -16.90 -0.19
C -18.71 1.67 -17.19 -0.81
N -22.43 3.57 -16.53 -0.55
H -20.24 5.13 -17.05 0.21
H -21.58 5.83 -17.35 0.21
H -20.74 5.40 -18.78 0.44
H -22.63 3.66 -18.57 0.06
H -20.69 2.53 -19.05 0.51
H -21.53 1.55 -18.10 0.43
H -18.26 2.24 -18.01 0.36
H -18.79 0.61 -17.46 0.29
H -18.15 1.73 -16.26 0.16
H -21.63 3.28 -15.98 0.35
H -22.75 4.42 -16.09 0.13
C -26.24 4.57 -17.81 0.01
C -25.09 4.35 -18.84 -0.33
O -25.49 4.65 -20.16 -0.58
O -27.44 3.80 -18.30 -0.61
H -26.34 5.64 -17.62 0.30
H -25.76 4.08 -16.96 0.22
H -24.64 3.36 -18.74 0.25
H -24.19 4.96 -18.71 0.10
H -26.38 4.29 -20.12 0.37
H -28.10 4.01 -17.63 0.29
C -29.66 5.71 -13.71 -0.12
C -29.22 4.88 -12.50 -0.38
O -30.14 5.06 -11.41 -0.56
O -30.80 5.09 -14.27 -0.58
H -28.77 5.70 -14.35 0.12
H -29.91 6.72 -13.39 0.22
H -28.36 5.34 -12.03 0.30
H -28.95 3.84 -12.70 0.34
H -29.88 4.40 -10.76 0.31
H -31.43 5.11 -13.54 0.37
C -23.85 12.64 -14.28 -0.81
C -24.07 11.47 -13.30 1.09
O -22.93 11.54 -12.33 -0.64
O -24.17 13.84 -13.66 -0.59
H -24.44 12.42 -15.18 0.31
H -22.80 12.73 -14.54 0.42
H -24.12 10.54 -13.86 -0.42
H -24.98 11.61 -12.72 -0.03
H -22.72 10.65 -12.02 0.33
H -23.69 13.87 -12.83 0.35
```

**Total charge**: -1
**Spin multiplicity**: 1
**E_LUMO**: 2.3 eV
**HOMO energy**: -6.52 eV



Number 1: E -101302.9864 eV. Number 2: E -66568.6687 eV. Number 3: E -86862.6244 eV.